# 1
45
Properties=species:S:1:pos:R:3 method="wB97M-V/def2-TZVPD" lumo_ha=0.0246 e_tot_ev=-21564.7086 relative_energy_kcal_mol=331.85 homo_lumo_gap_ev=9.130 smiles=NC[C@H](O)COCC[C@]12C[C@H]3C[C@H](C[C@H](C3)C1)C2
N -6.039 -1.049 -0.099
H -5.804 -1.496 0.720
H -6.562 -0.175 -0.080
C -4.772 -0.586 -0.715
C -4.112 0.298 0.076
C -2.827 0.854 -0.277
O -1.758 0.309 0.544
C -1.385 -0.896 -0.012
C -0.106 -1.297 0.688
H -0.132 -1.241 1.852
H 0.019 -2.190 0.603
C 1.118 -0.478 0.244
C 1.336 -0.618 -1.289
C 2.639 0.347 -1.528
C 2.642 1.637 -1.070
C 2.507 1.494 0.704
C 3.808 0.555 1.132
C 3.698 -0.729 0.534
C 3.916 -0.446 -1.132
H 4.714 -0.015 -1.240
H 3.755 -1.552 -1.612
C 2.317 -1.282 0.994
H 2.412 -2.264 0.456
H 2.319 -1.439 2.098
H 4.583 -1.093 0.574
H 4.788 1.243 0.803
H 3.747 0.451 2.167
C 1.318 0.984 0.941
H 0.340 1.367 0.756
H 1.261 0.697 2.132
H 2.609 2.635 0.979
H 1.778 2.219 -1.433
H 3.604 2.208 -1.209
H 2.645 0.218 -2.680
H 1.230 -1.490 -1.639
H 0.519 0.363 -1.505
H -1.281 -1.071 -1.148
H -2.164 -1.547 0.766
H -2.719 2.074 -0.212
H -2.811 0.818 -1.302
O -4.960 1.479 0.523
H -4.798 2.287 1.192
H -4.057 -0.020 1.249
H -5.072 -0.215 -1.624
H -4.265 -1.343 -0.918


# 2
20
Properties=species:S:1:pos:R:3 method="wB97M-V/def2-TZVPD" lumo_ha=-0.1206 e_tot_ev=-9380.9957 relative_energy_kcal_mol=13.56 charge=+1 homo_lumo_gap_ev=10.894
C -1.997 1.449 -0.721
C -0.859 2.373 -0.362
N 0.270 1.586 0.261
H -2.843 2.026 -1.094
H -1.691 0.753 -1.505
H -2.317 0.880 0.145
H -0.436 2.876 -1.231
H -1.159 3.125 0.358
H -0.042 1.088 1.099
H 1.042 2.206 0.499
H 0.617 0.856 -0.400
C 1.835 -1.865 1.031
C 0.572 -1.484 0.291
N 0.746 -1.002 -1.027
O -0.519 -1.451 0.795
H 2.227 -0.971 1.529
H 2.587 -2.258 0.347
H 1.576 -2.621 1.775
H 1.558 -1.369 -1.507
H -0.085 -1.192 -1.589


# 3
60
Properties=species:S:1:pos:R:3 method="wB97M-V/def2-TZVPD" lumo_ha=-0.4132 e_tot_ev=-56763.9887 charge=+3 homo_lumo_gap_ev=5.900
Mo 0.795 1.047 0.056
C -2.123 -4.150 -0.043
C -1.440 -3.945 -1.383
N -0.195 -3.113 -1.301
C 1.068 -3.883 -1.440
C 1.278 -4.845 -0.285
C -0.276 -1.822 -1.164
S 1.232 -0.848 -1.362
N -1.524 -1.286 -1.133
C -1.903 -0.108 -0.829
O -0.939 0.773 -0.293
C -3.226 0.422 -0.940
C -3.520 1.753 -0.606
C -4.804 2.228 -0.765
C -5.799 1.380 -1.247
C -5.518 0.054 -1.569
C -4.237 -0.429 -1.420
H -2.975 -4.814 -0.192
H -2.495 -3.215 0.372
H -1.458 -4.624 0.678
H -2.096 -3.466 -2.106
H -1.119 -4.897 -1.800
H 1.898 -3.190 -1.521
H 0.989 -4.415 -2.389
H 1.333 -4.318 0.670
H 2.220 -5.371 -0.439
H 0.493 -5.597 -0.220
H -2.752 2.407 -0.219
H -5.043 3.252 -0.515
H -6.806 1.756 -1.371
H -6.303 -0.594 -1.935
H -4.002 -1.454 -1.672
C 1.163 3.545 -2.423
Si 2.169 2.417 -1.414
C 3.960 2.448 -1.648
C 1.698 2.799 0.742
C 2.137 4.123 0.910
C 2.401 4.508 2.210
C 2.207 3.634 3.300
C 1.743 2.343 3.132
C 1.496 1.944 1.804
Si 1.512 -0.272 1.936
C 3.222 -0.771 2.229
C 0.194 -0.814 3.056
H 1.732 4.462 -2.606
H 0.203 3.790 -1.970
H 0.975 3.082 -3.399
H 4.311 3.423 -1.290
H 4.156 2.405 -2.725
H 4.513 1.659 -1.144
H 2.245 4.834 0.100
H 2.737 5.519 2.405
H 2.394 4.002 4.301
H 1.554 1.720 3.997
H 3.486 -0.462 3.246
H 3.932 -0.339 1.525
H 3.292 -1.863 2.186
H 0.518 -0.619 4.085
H 0.049 -1.896 2.969
H -0.752 -0.308 2.871


# 4
22
Properties=species:S:1:pos:R:3 method="wB97M-V/def2-TZVPD" lumo_ha="-0.1874 / -0.1875" e_tot_ev=-21710.1302 relative_energy_kcal_mol=123.98 charge=+1 homo_lumo_gap_ev="7.534 / 7.530"
C -0.726 -0.854 -2.452
C -0.542 0.406 0.121
C -0.328 -1.330 -3.577
C -0.441 2.097 1.756
C -2.287 0.496 1.728
C 2.517 -0.921 -0.731
N 0.678 0.192 0.008
N -1.166 1.073 1.036
N 1.298 -0.137 -1.090
S -1.625 -0.333 -1.259
H -1.061 -1.081 -4.499
H 0.620 -1.606 -4.039
H 0.642 1.923 1.621
H -0.750 3.031 1.349
H -0.744 1.883 2.795
H -2.124 0.236 2.756
H -3.115 1.149 1.598
H -2.621 -0.603 1.242
H 2.355 -1.988 -0.649
H 3.330 -0.828 -1.498
H 2.814 -0.712 0.299
H 1.376 0.654 -1.789


# 5
35
Properties=species:S:1:pos:R:3 method="wB97M-V/def2-TZVPD" lumo_ha=0.1431 e_tot_ev=-297007.3893 relative_energy_kcal_mol=65.78 charge=-2 homo_lumo_gap_ev=4.864
Rh -0.788 -0.232 -1.019
Se -1.613 3.862 3.255
Sb -0.518 1.822 2.441
Se -0.685 2.072 -0.238
Se -2.720 1.023 -0.345
Se 1.926 2.137 2.903
N 1.990 0.010 -0.521
N 2.337 -0.498 0.747
C 1.322 -0.999 1.518
N 1.634 -1.377 2.781
N 0.164 -1.221 0.933
N -0.942 -1.554 1.596
O -0.999 -1.515 2.851
O -1.928 -1.804 0.866
H 2.672 -0.313 -1.203
H 1.965 1.035 -0.517
H 3.019 0.048 1.280
H 2.370 -0.849 3.232
H 0.799 -1.550 3.344
N -1.519 0.234 -5.282
C -1.158 -0.187 -4.263
N 3.874 -7.067 -2.378
C 3.164 -6.153 -2.340
C 2.328 -5.039 -2.314
C 2.821 -3.790 -2.748
C 2.008 -2.695 -2.782
C 0.659 -2.784 -2.366
C 0.175 -4.026 -1.902
C 0.985 -5.129 -1.885
C -0.136 -1.625 -2.422
C -0.707 -0.672 -3.076
H 3.847 -3.713 -3.081
H 2.380 -1.738 -3.127
H -0.850 -4.096 -1.566
H 0.612 -6.090 -1.555


# 6
38
Properties=species:S:1:pos:R:3 method="wB97M-V/def2-TZVPD" lumo_ha=0.0299 e_tot_ev=-18865.0475 relative_energy_kcal_mol=38.74 homo_lumo_gap_ev=9.435 smiles="CC(C)(C)C(=O)N1N=CC[C@@H]1C1CCCC1"
O -1.537 1.172 0.651
N -1.273 -2.382 0.807
C -1.542 0.046 1.177
C -1.183 -3.118 -0.276
N -1.229 -1.094 0.377
C -2.074 1.390 3.341
C -0.938 -0.845 3.520
C -3.326 -0.725 2.902
C -1.027 -2.314 -1.553
C 3.010 -0.875 -0.952
C 2.757 -0.401 -2.365
C 1.678 -1.313 -0.344
C 1.227 -0.261 -2.529
C -0.795 -0.936 -1.009
C 0.630 -0.429 -1.085
C -1.948 -0.042 2.690
H -1.220 -4.196 -0.281
H -2.253 1.245 4.400
H -1.150 1.973 3.292
H -2.928 1.949 2.891
H -1.198 -0.805 4.591
H -0.991 -1.896 3.238
H 0.102 -0.554 3.349
H -4.110 -0.132 2.380
H -3.579 -0.840 3.973
H -3.264 -1.708 2.433
H -0.167 -2.685 -2.116
H -1.917 -2.337 -2.181
H 3.463 -0.098 -0.332
H 3.671 -1.707 -1.027
H 3.110 -1.105 -3.084
H 3.269 0.536 -2.533
H 1.602 -1.188 0.753
H 1.508 -2.362 -0.578
H 0.954 0.697 -2.937
H 0.847 -1.064 -3.201
H -1.450 -0.268 -1.577
H 0.621 0.557 -0.600